ORCA calculation (ωB97M-V/def2-TZVPD) on a cluster of 2 separate species, C2H6ClN2 in total.

Last column: Mulliken charge in e.
CARTESIAN COORDINATES (ANGSTROEM)
Cl 2.9755 -0.0052 -0.3526  -0.306
N -0.0460 -0.1385 0.0186  -0.124
N -0.7373 2.1289 0.0874  -0.064
C -1.1056 -1.2100 -0.1167  -0.933
C -0.3139 1.0631 0.0128  0.331
H 0.8951 -0.4569 0.4509  0.338
H 3.8120 -0.0234 0.6890  0.319
H -1.9975 -0.8852 -0.5570  0.372
H -1.0116 2.9948 -0.3726  0.360
H -0.8618 -2.0490 -0.7050  0.361
H -1.6087 -1.4186 0.8452  0.345

## Properties
LUMO level: -0.1464 Ha
HOMO energy: -0.5853 Eh
HOMO-LUMO gap: 11.943 eV
ΔE to the lowest compared entry with this formula, charge and spin: 211.1 kJ/mol
charge: +1

---

ORCA calculation (ωB97M-V/def2-TZVPD) on an isolated molecule of C2H6ClN2P.

Last column: Mulliken charge in e.
CARTESIAN COORDINATES (ANGSTROEM)
Cl -2.8561 -0.2757 -0.0048  -0.148
P 1.0019 1.4478 -0.0406  -0.036
N -1.0635 0.0425 0.3343  -0.173
N -0.7143 1.3170 -0.2311  -0.338
C -0.2177 -1.0336 -0.1593  -0.548
C 1.1733 -0.3890 0.2060  -0.710
H -0.3526 -1.9254 0.3627  0.373
H 0.8410 1.8894 1.3641  0.057
H -0.7971 1.4215 -1.2711  0.307
H -0.3193 -1.0278 -1.1778  0.412
H 1.4398 -0.7337 1.1262  0.394
H 1.8645 -0.7330 -0.5086  0.409

## Properties
LUMO level: 0.0162 Ha
HOMO energy: -0.3403 Eh
HOMO-LUMO gap: 9.701 eV
SMILES string: ClN1CCPN1
ΔE to the lowest compared entry with this formula, charge and spin: 208.4 kJ/mol
charge: 0

---

ORCA calculation (ωB97M-V/def2-TZVPD) on a structure of composition C2H6ClNO3.

Last column: Mulliken charge in e.
CARTESIAN COORDINATES (ANGSTROEM)
Cl 0.0202 2.0608 -0.2174  -0.022
O 0.6817 -1.0818 1.0602  -0.530
O -0.9029 -0.7606 -0.7101  -0.506
O 0.7330 -2.2571 -0.8760  -0.573
N 1.1884 0.1666 -0.7836  -0.766
C -1.4511 2.2647 0.6238  -0.543
C 0.4244 -0.9437 -0.3057  1.001
H 1.9095 0.2633 -0.0978  0.294
H 1.5106 -2.6522 -0.5073  0.303
H -1.3273 2.5845 1.5796  0.348
H -2.3445 2.2315 0.1473  0.356
H -0.7959 0.0940 -1.1530  0.329
H 0.3538 -1.9700 1.2402  0.308

## Properties
LUMO level (spin up / spin down): -0.0318 / -0.0129 Ha
HOMO energy (spin up / spin down): -0.3250 / -0.3632 Eh
HOMO-LUMO gap (spin up / spin down): 7.980 / 9.533 eV
ΔE to the lowest compared entry with this formula, charge and spin: 404.6 kJ/mol
charge: 0

---

ORCA calculation (ωB97M-V/def2-TZVPD) on a structure of composition C2H6ClO2P.

Last column: Mulliken charge in e.
CARTESIAN COORDINATES (ANGSTROEM)
Cl -0.3314 -3.1295 1.2431  -0.583
P -0.0334 -0.7347 -0.1502  0.515
O 1.2171 -1.2357 -1.0414  -0.420
O -1.3351 -1.4762 -0.8486  -0.400
C 0.4966 2.0452 0.4236  -0.998
C -0.3111 0.9349 -0.0884  -0.076
H 0.0878 2.9051 -0.0406  0.344
H 1.0052 -2.2589 -1.0614  0.396
H 0.2978 2.2703 1.4269  0.326
H 1.6156 2.0309 0.3006  0.309
H -1.4034 1.0154 0.1679  0.224
H -1.3058 -2.3669 -0.3315  0.364

## Properties
LUMO level (spin up / spin down): -0.0585 / -0.0585 Ha
HOMO energy (spin up / spin down): -0.3486 / -0.3486 Eh
HOMO-LUMO gap (spin up / spin down): 7.893 / 7.894 eV
ΔE to the lowest compared entry with this formula, charge and spin: 244.2 kJ/mol
charge: 0

---

ORCA calculation (ωB97M-V/def2-TZVPD) on a cluster of 2 separate species, C2H6ClO2P in total.

Last column: Löwdin spin population.
CARTESIAN COORDINATES (ANGSTROEM)
Cl -0.4337 -3.4697 -0.5800  0.332
P -0.4270 -2.7263 1.3301  0.999
O -1.6210 -1.9129 1.4474  0.637
O 0.7049 0.1063 -1.5623  0.002
C -0.2396 1.5170 0.1897  0.000
C 0.8951 0.6075 -0.2610  0.011
H -0.1768 -0.2807 -1.6194  0.001
H 1.0127 -0.2265 0.4585  0.018
H 0.0252 2.0082 1.1265  0.000
H 1.8371 1.1572 -0.3026  0.000
H -0.4219 2.2780 -0.5691  0.000
H -1.1550 0.9419 0.3421  0.000

## Properties
LUMO level (spin up / spin down): 0.0270 / -0.1558 Ha
HOMO energy (spin up / spin down): -0.2903 / -0.3777 Eh
⟨S²⟩: 2.011
HOMO-LUMO gap (spin up / spin down): 8.635 / 6.038 eV
spin multiplicity: 3
ΔE to the lowest compared entry with this formula, charge and spin: 0.0 kJ/mol
charge: 0

---

ORCA calculation (ωB97M-V/def2-TZVPD) on an isolated molecule of C2H6ClPS.

Last column: Mulliken charge in e.
CARTESIAN COORDINATES (ANGSTROEM)
Cl 2.5505 -0.6231 -0.2137  -0.337
S -0.8390 -0.3829 0.5902  -0.058
P 0.5887 0.4724 -0.6584  0.270
C -1.1819 -1.9246 -0.2565  -0.870
C 0.6755 2.0286 0.3642  -0.918
H 0.2004 1.8402 1.2645  0.336
H -0.4249 -2.5893 -0.1072  0.342
H 0.2792 2.8665 -0.3722  0.263
H -1.2276 -1.7444 -1.2740  0.351
H 1.6701 2.2278 0.6106  0.350
H -2.2911 -2.1713 0.0524  0.272

## Properties
LUMO level: 0.0115 Ha
HOMO energy: -0.3342 Eh
HOMO-LUMO gap: 9.407 eV
SMILES string: CSP(C)Cl
ΔE to the lowest compared entry with this formula, charge and spin: 17.7 kJ/mol
charge: 0

---

ORCA calculation (ωB97M-V/def2-TZVPD) on a cluster of 2 separate species, C2H6ClPS2 in total.

Last column: Mulliken charge in e.
CARTESIAN COORDINATES (ANGSTROEM)
Cl 2.5128 -1.9241 -0.7420  -0.559
S -0.5739 0.3296 -2.4121  -0.196
S -2.1332 -1.8599 -0.5243  -0.215
P -0.4938 -0.9382 -0.7944  0.462
C 0.3605 -0.1239 0.6902  -0.496
C -0.5092 1.0731 1.1221  -1.085
H 0.2295 1.7928 1.4564  0.323
H -1.0020 0.7055 1.9655  0.332
H 0.7463 0.1580 -2.7118  0.247
H 0.5245 -0.9222 1.3847  0.415
H -0.9858 1.7028 0.3613  0.391
H 1.3245 0.0066 0.2044  0.381

## Properties
LUMO level: -0.1020 Ha
HOMO energy: -0.3381 Eh
HOMO-LUMO gap: 6.422 eV
ΔE to the lowest compared entry with this formula, charge and spin: 231.0 kJ/mol
charge: 0

---

ORCA calculation (ωB97M-V/def2-TZVPD) on a structure of composition C2H6CsO2.

Last column: Mulliken charge in e.
CARTESIAN COORDINATES (ANGSTROEM)
Cs 0.1547 1.3957 2.4672  0.960
O -1.1292 -1.4890 -0.3667  -0.464
O 1.0830 0.0743 0.8618  -0.689
C -0.9762 -0.1107 -0.5705  -0.220
C 0.5445 0.2863 -0.4826  -0.324
H 0.8030 1.3014 -0.7839  0.385
H 2.0421 0.1143 0.8554  0.340
H 1.1238 -0.4132 -1.0853  0.292
H -1.5356 0.4285 0.1940  0.102
H -0.5900 -1.7008 0.3988  0.295
H -1.5201 0.1133 -1.4882  0.324

## Properties
LUMO level: -0.1380 Ha
HOMO energy: -0.5250 Eh
HOMO-LUMO gap: 10.531 eV
ΔE to the lowest compared entry with this formula, charge and spin: 169.6 kJ/mol
charge: +1

---

ORCA calculation (ωB97M-V/def2-TZVPD) on a structure of composition C2H6FK3O.

Last column: Mulliken charge in e.
CARTESIAN COORDINATES (ANGSTROEM)
K 3.4640 -6.4372 -0.6424  0.986
K 5.9619 -0.7661 -3.5943  0.980
K 1.4307 -4.7915 -6.7454  0.983
F 1.2783 -2.0336 -2.4538  -0.952
O -1.6754 -0.0147 1.5448  -0.505
C -1.3409 2.3141 1.0420  -1.135
C -1.4589 1.2384 2.1881  -0.162
H -0.4377 2.1172 0.4643  0.339
H -2.2012 1.4701 2.9519  0.307
H -1.2524 3.3359 1.4113  0.328
H -0.5143 1.2578 2.7317  0.199
H -2.1558 2.2519 0.3208  0.319
H -1.0982 0.0577 0.7812  0.311

## Properties
LUMO level: -0.2491 Ha
HOMO energy: -0.4288 Eh
HOMO-LUMO gap: 4.892 eV
charge: +2

---

ORCA calculation (ωB97M-V/def2-TZVPD) on a cluster of 2 separate species, C2H6FN in total.

Last column: Mulliken charge in e.
CARTESIAN COORDINATES (ANGSTROEM)
F -1.2902 -0.5615 0.9766  -0.211
N -0.9938 0.3791 -0.9772  -0.329
C -0.3765 -0.0680 0.0986  0.105
C 1.0662 -0.4366 0.1913  -0.891
H 1.0421 -0.7759 1.3085  0.241
H 1.8370 0.2582 -0.0440  0.318
H -0.4472 0.3488 -1.8318  0.219
H 0.0472 1.8284 1.5843  -0.121
H 1.2003 -1.3422 -0.4297  0.392
H -2.0852 0.3696 -0.8768  0.277

## Properties
LUMO level (spin up / spin down): 0.0236 / 0.0110 Ha
HOMO energy (spin up / spin down): -0.2932 / -0.2291 Eh
HOMO-LUMO gap (spin up / spin down): 8.621 / 6.533 eV
ΔE to the lowest compared entry with this formula, charge and spin: 418.7 kJ/mol
charge: 0

---

ORCA calculation (ωB97M-V/def2-TZVPD) on an isolated molecule of C2H6FN3O.

Last column: Mulliken charge in e.
CARTESIAN COORDINATES (ANGSTROEM)
F -2.2981 -0.8874 -0.1660  -0.321
O -0.3612 2.5399 -0.0735  -0.436
N -0.9991 1.3228 0.2089  -0.158
N 1.0472 0.3723 -0.0501  -0.476
N 1.7533 -0.8895 -0.0713  -0.644
C -0.2175 0.2108 0.0424  0.519
C -0.9562 -1.0979 0.0923  -0.169
H 2.4933 -0.7353 -0.7412  0.245
H 2.2090 -0.9743 0.8377  0.226
H -1.8881 1.2626 -0.2718  0.277
H 0.5904 2.2496 -0.2291  0.412
H -0.5335 -1.7949 -0.6581  0.298
H -0.8395 -1.5789 1.0798  0.226

## Properties
LUMO level: 0.0371 Ha
HOMO energy: -0.3279 Eh
HOMO-LUMO gap: 9.934 eV
SMILES string: N/N=C(\CF)NO
ΔE to the lowest compared entry with this formula, charge and spin: 0.0 kJ/mol
charge: 0

---

ORCA calculation (ωB97M-V/def2-TZVPD) on a cluster of 2 separate species, C2H6FNO2S in total.

Last column: Mulliken charge in e.
CARTESIAN COORDINATES (ANGSTROEM)
S -0.2367 -0.2318 1.0573  0.640
F 2.0114 -0.7607 -0.7394  -0.210
O -0.0146 1.0510 0.4906  -0.493
O -0.9739 -0.1899 2.5947  -0.508
N 1.3110 0.0681 -1.6997  -0.243
C -1.6883 -1.0432 0.3059  -0.817
C 1.8935 1.1605 -1.7622  -0.128
H -0.5033 0.4629 3.1203  0.310
H -1.3626 -1.3427 -0.7850  0.295
H -2.7282 -0.4977 0.3245  0.297
H 2.7764 1.5771 -1.2716  0.301
H 1.2891 1.6763 -2.5855  0.251
H -1.7737 -1.9300 0.9500  0.305

## Properties
LUMO level: 0.0282 Ha
HOMO energy: -0.3365 Eh
HOMO-LUMO gap: 9.923 eV
ΔE to the lowest compared entry with this formula, charge and spin: 262.7 kJ/mol
charge: 0